69
Properties=species:S:1:pos:R:3:forces:R:3 method="wB97M-V/def2-TZVPD" de_lowest_kj_mol=0.0 homo_lumo_gap_ev=9.26 homo_ha=-0.339 lumo_ev=0.03 spin_multiplicity=1
Na 12.6325 11.0080 9.1128 0.00 0.10 0.44
C 15.9946 11.9227 11.7925 0.11 -0.22 0.23
F 17.1438 11.7644 12.4641 -0.10 0.10 -0.11
F 15.4961 13.1198 12.0879 -0.03 0.32 0.01
F 16.2881 11.9224 10.4795 0.09 -0.05 -0.14
S 14.7997 10.5977 12.2342 0.10 -0.10 -0.17
O 15.5452 9.3795 11.9931 -0.04 0.06 0.03
O 14.4741 10.9090 13.5979 -0.11 -0.12 0.10
O 13.7144 10.8108 11.2815 0.10 0.10 -0.39
C 11.8396 16.6289 10.2422 0.12 0.12 -0.02
O 11.8270 15.2194 9.9800 -0.36 0.05 0.31
C 12.6606 14.6513 9.1332 0.14 0.37 -0.01
O 12.7019 13.4648 8.9759 -0.20 -0.72 -0.13
O 13.4323 15.5210 8.4863 0.08 0.24 0.01
C 14.4368 14.9208 7.6749 0.23 -0.41 -0.73
H 12.7565 17.0979 9.8992 -0.01 -0.05 -0.01
H 11.7546 16.7448 11.3189 -0.07 -0.05 0.00
H 10.9851 17.0885 9.7491 -0.01 -0.03 -0.01
H 15.0795 15.7126 7.3031 0.03 0.14 0.30
H 14.0037 14.4299 6.7982 -0.16 -0.01 0.22
H 14.9872 14.1679 8.2325 0.07 0.10 0.06
C 17.7898 11.8866 6.5117 0.00 0.36 -0.45
O 16.4476 12.1518 6.9207 -0.23 0.30 -0.10
C 15.8166 11.2628 7.6704 0.38 -0.36 0.36
O 14.6758 11.4219 8.0111 -0.58 -0.02 -0.12
O 16.5876 10.2371 7.9927 0.04 -0.20 -0.03
C 15.9775 9.1838 8.7693 0.09 -0.07 0.00
H 18.0362 12.7212 5.8588 0.09 0.00 0.08
H 17.8255 10.9734 5.9242 0.16 -0.15 0.18
H 18.4579 11.8715 7.3654 0.08 -0.19 0.04
H 16.7930 8.6482 9.2459 0.06 0.09 -0.02
H 15.4417 8.5111 8.0988 -0.08 0.11 0.02
H 15.3244 9.5883 9.5346 -0.05 0.05 -0.06
C 8.9840 13.0073 7.3783 -0.40 0.44 0.90
O 9.8505 12.7673 6.2922 0.35 -0.08 -0.35
C 10.7383 11.7941 6.4585 0.04 0.16 0.25
O 10.8330 11.0704 7.4274 0.03 0.12 -0.21
O 11.5110 11.7736 5.3883 0.33 -0.01 -0.33
C 12.5960 10.8331 5.4110 -0.11 -0.06 0.29
H 8.2239 12.2365 7.4420 -0.07 -0.17 0.04
H 8.5067 13.9711 7.2140 0.02 -0.08 -0.30
H 9.5216 13.0811 8.3260 0.09 -0.27 -0.09
H 13.2439 11.0679 4.5748 -0.11 0.13 -0.13
H 12.1976 9.8268 5.3063 0.06 -0.01 0.01
H 13.1574 10.9277 6.3401 -0.04 -0.06 -0.08
C 11.3011 7.4699 6.7502 0.13 0.08 -0.07
O 11.8085 6.7263 7.8636 -0.20 -0.14 -0.28
C 12.4854 7.4151 8.7709 -0.07 -0.26 0.17
O 12.6717 8.6053 8.7457 0.07 0.67 -0.08
O 12.9125 6.5808 9.6948 0.15 -0.19 0.07
C 13.6624 7.1617 10.7772 0.19 -0.34 0.37
H 10.7999 6.7429 6.1190 -0.05 -0.01 0.06
H 12.1201 7.9261 6.1927 0.02 -0.07 0.10
H 10.6146 8.2567 7.0623 0.03 -0.06 0.12
H 14.0166 6.3331 11.3871 -0.17 -0.10 -0.14
H 13.0181 7.7824 11.3889 0.01 0.27 -0.08
H 14.5366 7.7025 10.4367 -0.17 0.24 -0.13
C 7.6528 10.3646 9.9873 0.22 0.24 -0.17
O 8.2275 9.9481 11.2214 -0.23 -0.42 -0.23
C 9.5020 10.2989 11.3893 -0.38 0.09 0.59
O 10.1030 11.0803 10.7072 0.55 0.32 -0.72
O 9.9464 9.6885 12.4629 -0.35 -0.38 0.32
C 11.2754 10.0038 12.8603 0.58 -0.43 0.35
H 7.3821 11.4193 10.0515 -0.18 -0.07 -0.06
H 6.7974 9.7260 9.7973 -0.15 0.08 0.18
H 8.3692 10.2466 9.1776 0.09 0.01 -0.06
H 11.3579 11.0287 13.2074 0.04 0.12 -0.18
H 11.9728 9.8014 12.0558 -0.06 0.29 -0.05
H 11.5167 9.3297 13.6815 -0.18 0.08 0.02


11
Properties=species:S:1:pos:R:3:forces:R:3 method="wB97M-V/def2-TZVPD" de_lowest_kj_mol=1.4 homo_lumo_gap_ev=7.12 homo_ha=-0.108 total_charge=-1 lumo_ev=4.18 spin_multiplicity=1
S -2.9402 -0.2002 0.2291 -0.09 0.07 0.02
H -2.5055 -0.8768 1.3040 0.05 -0.01 -0.01
C 0.6426 0.6773 -0.5342 0.04 0.16 0.32
O -0.2950 0.2642 -1.4864 0.07 0.03 -0.09
C 1.0337 -0.4193 0.4413 0.01 -0.16 0.19
H 0.2791 1.5423 0.0429 -0.07 -0.06 -0.09
H 1.5377 1.0052 -1.0637 0.09 0.09 -0.19
H -1.1469 0.1208 -1.0010 -0.09 -0.15 0.02
H 0.1618 -0.7949 0.9739 -0.12 0.09 0.01
H 1.7582 -0.0561 1.1782 0.00 0.04 -0.04
H 1.4747 -1.2623 -0.0841 0.11 -0.12 -0.15


4
Properties=species:S:1:pos:R:3:forces:R:3 method="wB97M-V/def2-TZVPD" de_lowest_kj_mol=89.6 homo_lumo_gap_ev=7.12 homo_ha=-0.116 total_charge=-1 lumo_ev=3.97 spin_multiplicity=1
I -0.7792 0.6489 1.7610 -1.35 0.88 2.22
O 0.6188 -0.2710 -0.4434 1.81 -1.12 -2.03
H 0.2232 -0.6906 -1.2074 -0.06 -0.22 -0.33
H -0.0629 0.3126 -0.1103 -0.41 0.46 0.14


136
Properties=species:S:1:pos:R:3:forces:R:3 method="wB97M-V/def2-TZVPD" homo_lumo_gap_ev=6.95 homo_ha=-0.376 total_charge=+1 lumo_ev=-3.28 spin_multiplicity=1
C -0.2897 2.8480 0.0489 -0.49 0.47 -0.15
C -0.2503 2.1412 1.0100 -0.12 -0.98 -0.28
C -0.0805 1.1252 2.0621 -0.21 1.73 -0.24
C 1.4321 1.2534 2.3625 0.42 0.94 -0.08
C 2.4483 1.4983 1.2045 0.71 -1.49 0.35
C 3.6592 0.5583 1.3675 0.15 0.99 -0.40
Cl 3.0612 3.1727 1.2089 -0.27 0.18 0.05
C -0.9324 1.6096 3.3187 0.19 0.62 0.83
Cl -1.5070 3.3515 3.0714 0.03 -0.24 -0.29
B -0.1370 1.7214 4.7371 0.63 -0.23 0.23
N 0.7214 0.6322 5.2308 -0.30 0.13 -0.09
O -0.3439 2.8095 5.5180 -0.07 0.03 -0.30
N -2.1385 0.8876 3.6296 0.44 -0.40 0.01
C -2.6448 -0.3234 3.0861 -0.99 -1.04 -0.39
C -2.5729 -1.5784 4.0675 0.94 0.23 0.96
I -2.6988 -3.6417 3.4975 -0.14 0.37 -0.08
C -2.4778 -1.5015 5.4136 0.08 0.11 -0.53
C -2.3778 -2.6734 6.3528 0.04 0.16 0.51
I -2.5155 0.2493 6.6212 -0.13 -0.03 0.00
P -4.5502 -0.0014 3.1061 -1.07 1.30 -0.47
O -4.8886 1.3840 2.7286 0.45 -0.02 0.03
O -5.1166 -0.3031 4.5566 0.53 -0.49 -0.05
O -5.3048 -1.0652 2.2034 0.50 -0.29 0.23
C -2.0842 -0.3818 1.5874 -1.61 0.27 -1.14
I -2.8444 -2.0635 0.3680 0.35 0.00 0.13
C -2.7711 0.7533 0.7749 -0.03 0.18 -0.12
C -2.5389 0.9381 -0.7386 -0.20 0.69 -0.76
C -3.8727 1.0037 -1.5311 -0.08 -0.39 1.33
P -4.4962 2.7023 -1.4623 0.35 0.55 -1.33
O -4.0111 3.4173 -2.6474 -0.16 0.27 -0.10
O -3.9373 3.3337 -0.1126 -0.35 -0.43 0.07
C -4.4087 4.6755 0.1928 0.14 0.14 0.96
C -5.1569 4.6112 1.5151 0.29 -0.65 -0.54
O -6.0873 2.7455 -1.3497 0.31 -0.52 0.34
C -6.7116 1.7983 -0.4596 -0.59 -0.11 -0.20
C -8.1206 2.2617 -0.1469 0.38 -0.04 0.10
N -0.5512 -0.2622 1.5473 0.79 -0.81 1.39
C 0.0970 -0.4884 0.2364 0.77 -0.41 -1.10
C 0.0714 -1.8173 -0.5179 -0.22 -0.27 -0.60
O 0.4319 -1.7732 -1.6649 -0.04 0.18 0.16
C -0.0234 -1.3360 2.5127 0.19 -1.04 0.02
C 1.3888 -1.9590 2.4070 0.93 -0.90 0.64
C 2.0128 -2.0419 3.8170 -0.14 0.33 -0.02
C 1.3721 -3.4222 1.8795 -0.18 0.49 -0.39
H -0.6307 3.5003 -0.7263 0.47 0.13 -0.06
H 1.5060 2.2364 2.8394 -0.47 -0.10 0.39
H 1.8286 0.5644 3.0961 -0.17 -0.45 -0.28
H 2.0575 1.3062 0.2147 -0.28 0.42 -0.06
H 3.4897 -0.3948 0.8792 -0.01 -0.20 0.22
H 3.9710 0.4734 2.4064 -0.09 -0.24 0.10
H 4.4887 1.0279 0.8440 0.15 -0.20 -0.10
H 0.6084 0.5155 6.2318 0.09 -0.04 0.05
H 1.7087 0.7669 5.0558 0.02 -0.14 -0.07
H 0.2816 2.8180 6.2504 -0.19 0.04 0.20
H -2.7727 1.4740 4.1445 -0.12 0.04 -0.09
H -2.2518 -2.3435 7.3797 -0.01 0.09 0.00
H -1.5093 -3.2872 6.1262 -0.07 -0.20 -0.20
H -3.2870 -3.2703 6.3389 0.01 -0.18 -0.17
H -5.1108 0.5175 5.0690 -0.15 -0.02 0.14
H -5.8688 -0.5618 1.5987 -0.16 -0.15 -0.06
H -2.7164 1.6987 1.3093 0.31 0.11 -0.11
H -3.8352 0.5536 0.7879 -0.04 -0.27 0.50
H -1.9035 0.2377 -1.2682 0.06 -0.32 0.34
H -2.0966 1.9167 -0.8962 0.29 -0.20 0.08
H -4.5686 0.2719 -1.1162 -0.11 -0.02 -0.05
H -3.7155 0.7249 -2.5677 -0.06 0.34 -0.21
H -3.5148 5.2771 0.3360 0.07 0.12 -0.34
H -5.0139 5.0811 -0.6119 0.04 -0.04 -0.18
H -5.5550 5.5792 1.7997 -0.05 0.06 0.07
H -5.9414 3.8616 1.4236 -0.29 0.19 0.12
H -4.4645 4.2219 2.2587 -0.04 0.17 0.25
H -6.7918 0.8495 -0.9950 0.18 -0.12 0.04
H -6.1234 1.6442 0.4504 0.13 0.28 0.02
H -8.7570 2.0550 -1.0011 -0.21 0.12 0.01
H -8.4766 1.7201 0.7276 -0.20 -0.06 -0.03
H -8.1412 3.3240 0.0808 0.00 0.08 0.01
H 1.1756 -0.4033 0.3588 -0.04 0.11 0.60
H -0.0904 0.2806 -0.5013 -0.58 0.13 0.24
H -0.1715 -2.7840 -0.0726 0.05 0.18 0.39
H -0.1828 -1.0492 3.5492 -0.05 0.72 -0.16
H -0.6901 -2.1802 2.3589 -0.15 0.13 -0.16
H 2.1416 -1.4428 1.8215 -0.39 0.42 -0.21
H 2.9066 -2.6561 3.7901 0.03 -0.15 -0.04
H 1.3088 -2.4781 4.5257 0.01 -0.07 0.10
H 2.3163 -1.0726 4.2023 -0.11 0.04 0.05
H 1.6004 -3.4397 0.8156 -0.10 -0.22 -0.07
H 2.1359 -4.0227 2.3609 0.10 0.01 0.09
H 0.4102 -3.9028 2.0575 -0.05 -0.08 -0.04
F 4.6899 -1.9634 -0.2578 -0.08 -0.03 -0.04
C 5.2395 -3.0440 0.3468 0.08 -0.23 0.16
C 5.1755 -3.1382 1.7221 -0.11 0.13 0.09
C 5.7345 -4.2467 2.3429 0.02 -0.04 -0.08
C 6.3515 -5.2323 1.5852 0.02 -0.04 0.02
C 6.4077 -5.1128 0.2028 -0.04 0.04 0.16
C 5.8443 -4.0121 -0.4256 -0.04 -0.01 -0.28
H 4.6990 -2.3518 2.2947 0.04 0.03 -0.02
H 5.6903 -4.3392 3.4200 0.02 0.02 0.01
H 6.7902 -6.0922 2.0723 0.01 0.00 0.00
H 6.8924 -5.8768 -0.3888 0.00 0.00 -0.02
H 5.8731 -3.9063 -1.5020 0.01 0.03 0.01
F 3.5201 -1.8726 -7.8728 0.01 -0.01 -0.02
C 3.0843 -1.2753 -6.7496 -0.06 0.08 0.15
C 3.2610 0.0862 -6.6030 0.08 0.11 -0.12
C 2.8063 0.6985 -5.4447 -0.03 -0.09 0.06
C 2.1933 -0.0543 -4.4521 0.00 0.03 0.05
C 2.0290 -1.4227 -4.6179 0.04 0.06 -0.04
C 2.4729 -2.0419 -5.7774 -0.01 -0.15 0.00
H 3.7469 0.6519 -7.3865 -0.01 -0.02 -0.02
H 2.9308 1.7655 -5.3183 0.02 0.01 -0.02
H 1.8419 0.4263 -3.5479 -0.02 -0.01 0.00
H 1.5546 -2.0076 -3.8430 -0.02 -0.01 -0.01
H 2.3489 -3.1054 -5.9318 0.02 0.00 -0.03
F 10.5034 -1.5390 -0.2553 0.01 -0.01 0.02
C 9.6221 -1.1947 -1.2134 -0.11 0.06 -0.14
C 8.2985 -1.5559 -1.0650 -0.11 -0.08 0.17
C 7.3898 -1.1959 -2.0506 0.16 0.06 -0.09
C 7.8172 -0.4935 -3.1693 -0.05 0.02 -0.05
C 9.1547 -0.1450 -3.3000 -0.08 -0.04 0.07
C 10.0675 -0.4920 -2.3147 0.17 0.05 -0.03
H 7.9898 -2.1101 -0.1879 0.04 0.00 0.01
H 6.3482 -1.4632 -1.9459 -0.02 0.01 0.00
H 7.1077 -0.2181 -3.9383 0.00 0.00 -0.01
H 9.4901 0.3989 -4.1725 0.02 0.01 0.00
H 11.1123 -0.2235 -2.3943 0.00 -0.03 0.02
F -5.9699 3.4460 -8.5603 -0.02 0.01 -0.02
C -5.2368 2.6228 -7.7870 0.11 -0.10 0.11
C -5.0700 2.9302 -6.4517 -0.09 0.16 0.08
C -4.3176 2.0797 -5.6554 0.02 -0.22 -0.07
C -3.7409 0.9425 -6.2090 0.00 -0.01 0.04
C -3.9172 0.6541 -7.5556 0.00 0.04 0.10
C -4.6749 1.4967 -8.3547 -0.02 -0.05 -0.18
H -5.5232 3.8243 -6.0448 -0.01 0.00 -0.01
H -4.1902 2.3056 -4.6046 0.03 0.13 -0.06
H -3.1507 0.2788 -5.5889 0.02 0.00 -0.02
H -3.4638 -0.2285 -7.9866 -0.01 -0.01 -0.02
H -4.8319 1.2884 -9.4045 0.00 0.03 0.00